Molecular formula: C3H6NO2
Method: DFT, ωB97M-V/def2-TZVPD

Maximum force, hartree/bohr: 0.0869
Highest occupied orbital energy, eV: -3.9
Energy, eV: -8792.742
Charge: -1
Energy above the lowest of the compared OMol25 structures with the same formula, charge and spin, kcal per mole: 57.1

Geometry as XYZ:
```
12
Properties=species:S:1:pos:R:3:forces:R:3:nbo_charge:R:1
C 1.4958 1.5452 0.2912 -0.85 2.09 -3.86 -0.440
C -0.7358 2.3815 -0.1470 1.93 0.56 1.96 -0.060
N 0.4109 2.5669 0.4520 -2.95 -1.85 0.61 -0.422
H 2.2773 2.1790 -0.1114 0.79 0.02 -0.42 0.169
H 1.9242 1.2766 1.2294 -0.61 -0.93 0.70 0.217
H 1.2336 0.8040 -0.5459 0.46 0.33 2.01 0.231
H -0.8972 1.8296 -1.0428 0.29 -1.23 -0.62 0.145
H -1.7036 2.7004 0.3018 0.94 0.95 -0.33 0.154
O 0.1901 -1.3843 0.3722 -0.34 -1.41 -0.19 -0.824
C -0.5576 -2.3796 0.0798 -0.42 2.53 0.70 0.622
O -0.9117 -2.7737 -1.0357 0.21 -0.71 -0.39 -0.772
H -1.1527 -2.7767 0.9689 0.54 -0.34 -0.19 -0.019
```
Positions in Å, forces in eV/Å.